16
Properties=species:S:1:pos:R:3:forces:R:3:nbo_charge:R:1 method="wB97M-V/def2-TZVPD" e_tot_ha=-437.0601 molar_mass_g_mol=111.10 lumo_energy_ha=-0.165 e_above_lowest_ev=7.817
O 2.4591 0.1724 0.4827 -0.43 -0.01 -0.47 -0.677
C 1.5188 -0.2122 -0.5034 1.93 -0.10 -0.21 0.336
O 1.2102 0.6302 -1.3747 -0.64 0.24 -0.17 -0.428
C 0.2879 -0.7987 0.3263 -1.92 0.30 0.26 -0.233
N -0.3163 0.2194 1.0717 0.98 0.04 -0.23 -0.463
H 1.8756 -1.1717 -0.9865 -0.22 -0.08 0.21 0.237
H -0.5430 -1.2032 -0.2987 0.14 -0.33 0.58 0.318
H 0.6487 -1.6430 0.9232 0.92 0.35 -0.21 0.302
H -0.0514 1.1904 0.9195 0.30 -0.25 0.40 0.412
H -1.3249 -0.0719 1.2849 -1.20 -0.33 -0.66 0.458
H -2.3510 0.7191 -1.7937 0.22 0.11 0.11 0.469
H -2.9437 -1.3126 1.5390 -0.20 0.12 -0.14 0.459
O -2.4587 -0.9448 0.7967 0.37 0.01 0.30 -1.216
H 2.8392 0.9874 0.1136 0.09 -0.09 0.29 0.493
H -2.3403 0.2323 -0.3229 -0.34 0.04 0.05 0.514
O -1.9812 0.9342 -0.9283 0.00 -0.03 -0.11 -0.981



16
Properties=species:S:1:pos:R:3:forces:R:3:nbo_charge:R:1 method="wB97M-V/def2-TZVPD" e_tot_ha=-175.9672 molar_mass_g_mol=62.14 charge=+1 lumo_energy_ha=-0.158 e_above_lowest_ev=0.823
N -1.4355 1.1256 -1.8225 -0.37 1.74 -0.32 -0.872
H -0.7698 1.3673 -1.0671 0.26 -0.77 -0.26 0.473
H -2.2118 1.7881 -1.6834 -0.33 -0.66 0.12 0.456
H -1.0786 1.4139 -2.7387 0.46 -0.31 0.10 0.456
H -1.7299 0.1520 -1.8573 -0.03 -0.05 0.35 0.467
C 1.1743 0.4010 0.2180 -0.92 1.99 -0.54 -0.612
C 0.0323 -0.3871 0.7993 -0.98 -0.85 0.60 -0.413
C 0.5682 -1.6025 1.5648 1.59 0.28 -1.27 -0.608
H 1.7115 0.9460 0.9971 0.89 -0.95 -0.07 0.250
H 0.8925 1.3282 -0.3480 -0.47 -0.40 0.05 0.150
H 1.6638 -0.1821 -0.5604 0.85 -0.07 0.66 0.230
H -0.5962 -0.7556 -0.0204 -0.16 -0.15 0.04 0.149
H -0.6398 0.1246 1.5021 0.28 0.53 -0.36 0.213
H -0.1566 -2.3066 1.9522 -0.08 0.31 0.50 0.234
H 1.1848 -2.1501 0.8568 -0.15 -0.52 -0.39 0.205
H 1.3911 -1.2627 2.2076 -0.83 -0.13 0.78 0.223



23
Properties=species:S:1:pos:R:3:forces:R:3:nbo_charge:R:1 method="wB97M-V/def2-TZVPD" e_tot_ha=-907.4509 molar_mass_g_mol=183.13 charge=+1 smiles="NC(N)=[NH+][P@](=O)([O-])[NH2+]CCO" lumo_energy_ha=-0.107
C -1.9740 -0.8520 1.0507 0.92 2.22 -0.20 0.687
C 1.9481 1.2517 -0.4722 0.54 1.09 0.68 -0.282
C 2.0633 -0.1053 -1.1027 0.31 -0.86 -0.92 -0.104
N -3.0858 -1.5042 0.6864 -0.41 -1.54 -2.76 -0.781
N -1.3185 -1.0029 2.1751 -1.62 -2.68 0.75 -0.739
N -1.5953 0.1944 0.3022 -0.87 1.70 -1.03 -0.906
N 0.5456 1.6963 -0.7676 -1.48 -2.70 -0.90 -0.825
O 0.2970 1.0519 1.8173 1.25 -0.07 1.87 -1.120
O -1.4694 2.8039 0.7123 0.66 -0.35 0.32 -1.022
O 1.0449 -0.9355 -0.4925 0.42 0.04 -3.27 -0.705
P -0.6189 1.6262 0.8685 -1.91 -0.94 -3.82 2.408
H 2.7195 1.8878 -0.9154 -0.38 0.31 0.07 0.238
H 2.0370 1.2947 0.6563 0.23 -0.34 -1.42 0.258
H 1.7585 0.0138 -2.1839 0.82 -0.41 0.87 0.184
H 3.1179 -0.5461 -0.9855 -1.57 0.58 -0.36 0.220
H -3.3400 -2.2364 1.2998 -0.45 -0.83 0.66 0.407
H -3.2607 -1.8350 -0.3573 0.79 1.46 2.91 0.449
H -1.6109 -1.7106 2.8266 0.07 -0.23 0.00 0.413
H 1.3682 -0.7934 0.3434 0.23 -0.45 4.04 0.462
H -2.4033 0.4735 -0.2830 0.95 0.04 0.25 0.424
H -0.5609 -0.4338 2.4509 0.85 1.09 0.00 0.459
H 0.2322 0.9807 -1.5446 0.09 1.52 2.22 0.438
H 0.3510 2.5587 -1.2286 0.54 1.35 0.01 0.438



38
Properties=species:S:1:pos:R:3:forces:R:3:nbo_charge:R:1 method="wB97M-V/def2-TZVPD" e_tot_ha=-1091.1429 molar_mass_g_mol=251.26 smiles="C[C@@H]1COC(=O)O1.COCCCCPCN" lumo_energy_ha=0.021
C 1.6091 1.2052 -0.3366 1.15 -0.74 0.61 -0.278
O 1.0489 0.6025 -1.5560 -1.52 1.84 1.50 -0.572
C -0.3195 1.1514 -1.8359 0.53 0.18 -1.03 -0.087
C -1.0085 0.1189 -2.9055 -0.39 0.67 -1.01 -0.442
C -2.5115 -0.3997 -2.5088 0.34 -1.11 -0.70 -0.424
C -2.7210 -0.7948 -0.9321 -0.15 -0.61 -1.31 -0.715
P -4.3611 0.0232 -0.3630 0.06 -0.51 1.66 0.467
C -4.1933 1.9090 -0.1151 -0.23 1.01 -0.01 -0.510
N -4.3992 2.7375 -1.3773 1.84 0.45 -0.06 -0.853
H 1.2851 0.5714 0.6181 0.36 1.52 -1.89 0.176
H 1.3555 2.3446 -0.1957 0.42 -2.25 -0.37 0.192
H 2.7919 1.0599 -0.4039 -2.59 0.51 0.03 0.193
H -0.1787 2.2129 -2.3592 -0.28 -2.17 1.13 0.180
H -0.9338 1.3456 -0.8593 1.12 -0.70 -1.69 0.182
H -0.2932 -0.7959 -3.1731 -1.48 2.07 1.03 0.238
H -1.1215 0.7239 -3.9285 0.28 -1.37 2.15 0.213
H -2.6891 -1.4045 -3.1285 0.34 2.24 1.19 0.219
H -3.3856 0.3260 -2.8619 2.21 -1.37 0.76 0.205
H -1.8025 -0.5882 -0.2374 -1.88 -0.11 -1.31 0.246
H -2.9119 -1.9719 -0.8751 0.32 2.62 0.04 0.246
H -5.2576 -0.1438 -1.4951 0.99 0.48 0.27 -0.013
H -3.1719 2.1538 0.4035 -1.80 -0.71 -0.72 0.203
H -5.0747 2.2285 0.6241 2.03 -0.86 -1.50 0.229
H -3.9631 3.6962 -1.2294 -0.85 -1.51 -0.14 0.354
H -3.8435 2.3482 -2.1898 -0.81 0.39 1.43 0.352
C 3.9004 -3.1892 2.2133 -0.28 -0.34 0.22 -0.626
C 3.2512 -1.8204 2.1888 0.57 -1.17 -0.51 0.057
C 4.2323 -0.6916 2.2861 0.64 0.21 -0.60 -0.096
O 3.4615 0.3345 2.8847 -0.74 -0.12 0.58 -0.487
C 2.5004 -0.2902 3.6289 -1.57 1.10 1.81 0.962
O 1.7877 0.2677 4.4449 1.60 -1.22 -1.88 -0.571
O 2.4473 -1.6261 3.3416 -0.12 1.12 0.37 -0.485
H 4.5925 -3.3159 1.3759 -0.12 0.08 0.06 0.222
H 4.4441 -3.3517 3.1505 -0.02 0.19 -0.15 0.221
H 3.1360 -3.9718 2.1577 0.14 0.13 -0.11 0.229
H 2.6088 -1.7208 1.3058 0.08 0.09 0.03 0.185
H 4.6020 -0.3759 1.3064 -0.11 0.11 0.20 0.204
H 5.0864 -0.9083 2.9373 -0.10 -0.17 -0.06 0.185



What did the third record say?
23
Properties=species:S:1:pos:R:3:forces:R:3:nbo_charge:R:1 method="wB97M-V/def2-TZVPD" e_tot_ha=-907.4509 molar_mass_g_mol=183.13 charge=+1 smiles="NC(N)=[NH+][P@](=O)([O-])[NH2+]CCO" lumo_energy_ha=-0.107
C -1.9740 -0.8520 1.0507 0.92 2.22 -0.20 0.687
C 1.9481 1.2517 -0.4722 0.54 1.09 0.68 -0.282
C 2.0633 -0.1053 -1.1027 0.31 -0.86 -0.92 -0.104
N -3.0858 -1.5042 0.6864 -0.41 -1.54 -2.76 -0.781
N -1.3185 -1.0029 2.1751 -1.62 -2.68 0.75 -0.739
N -1.5953 0.1944 0.3022 -0.87 1.70 -1.03 -0.906
N 0.5456 1.6963 -0.7676 -1.48 -2.70 -0.90 -0.825
O 0.2970 1.0519 1.8173 1.25 -0.07 1.87 -1.120
O -1.4694 2.8039 0.7123 0.66 -0.35 0.32 -1.022
O 1.0449 -0.9355 -0.4925 0.42 0.04 -3.27 -0.705
P -0.6189 1.6262 0.8685 -1.91 -0.94 -3.82 2.408
H 2.7195 1.8878 -0.9154 -0.38 0.31 0.07 0.238
H 2.0370 1.2947 0.6563 0.23 -0.34 -1.42 0.258
H 1.7585 0.0138 -2.1839 0.82 -0.41 0.87 0.184
H 3.1179 -0.5461 -0.9855 -1.57 0.58 -0.36 0.220
H -3.3400 -2.2364 1.2998 -0.45 -0.83 0.66 0.407
H -3.2607 -1.8350 -0.3573 0.79 1.46 2.91 0.449
H -1.6109 -1.7106 2.8266 0.07 -0.23 0.00 0.413
H 1.3682 -0.7934 0.3434 0.23 -0.45 4.04 0.462
H -2.4033 0.4735 -0.2830 0.95 0.04 0.25 0.424
H -0.5609 -0.4338 2.4509 0.85 1.09 0.00 0.459
H 0.2322 0.9807 -1.5446 0.09 1.52 2.22 0.438
H 0.3510 2.5587 -1.2286 0.54 1.35 0.01 0.438